i | 43
Properties=species:S:1:pos:R:3 method="wB97M-V/def2-TZVPD" e_lumo_ev=-2.715 homo_energy_ev=-13.6 multiplicity=1 charge=+1 orbital_gap_ev=10.91
O 2.127 -1.847 2.375
H 3.121 -0.516 4.680
O -0.335 1.602 -3.328
H 0.539 2.107 -3.109
H -2.822 -0.442 -2.969
O -1.573 -1.412 -0.343
H 2.144 1.205 2.500
H -1.876 -0.664 0.195
O 2.148 1.644 -1.363
H 2.485 1.030 -2.131
H 2.895 1.814 -0.827
O -3.137 -2.366 1.620
H -3.481 -1.981 2.393
H -3.199 -3.159 2.115
O 0.275 -3.828 -2.454
H -3.078 -1.902 -2.517
H 1.393 -0.273 2.488
O 0.461 0.127 -0.860
H -0.342 -0.845 -0.668
H -0.069 1.009 -1.103
O -0.802 3.285 3.157
H -0.417 3.958 2.732
H -0.346 -4.317 -2.920
O 3.737 -0.578 -0.286
H 3.908 -1.600 -0.437
H 1.930 -1.774 3.274
O 2.697 -0.008 4.108
H -3.127 1.570 -2.976
H -1.534 -2.239 0.080
O 1.338 0.598 2.185
H 0.004 -2.850 -2.212
H -0.964 2.599 0.253
O -1.345 1.773 -0.086
H 3.644 -0.463 0.561
H -2.227 2.232 -0.369
O -2.771 2.176 -3.569
H -0.545 2.159 -4.109
H -2.258 1.425 -3.887
O -2.285 -1.224 -2.664
H 1.974 0.523 4.470
H -1.162 3.574 3.990
H 1.921 -2.718 2.045
H 0.956 0.596 -0.034

---

ii | 43
Properties=species:S:1:pos:R:3 method="wB97M-V/def2-TZVPD" e_lumo_ev=-2.987 homo_energy_ev=-13.6 multiplicity=1 charge=+1 orbital_gap_ev=10.66
O -4.282 -0.654 -0.305
H -0.056 0.597 2.862
O 0.631 1.787 0.438
H -0.102 1.998 -0.144
H 0.292 1.788 3.565
O -1.746 1.284 -1.878
H 2.234 -0.352 0.321
H -2.239 1.868 -2.518
O 0.355 4.499 2.111
H 1.154 4.151 2.226
H -0.053 4.260 1.153
O -1.092 -0.970 -3.657
H -0.505 -0.152 -3.543
H -0.515 -1.523 -4.196
O -1.077 -3.363 -1.928
H -1.874 -2.736 -2.190
H -1.258 -4.059 -2.644
O -0.732 -1.608 0.908
H -1.240 -2.314 0.747
H -0.024 -1.380 0.248
O 2.062 -3.572 -3.707
H 1.763 -3.859 -2.839
H 2.557 -2.876 -3.259
O -0.829 -0.212 2.970
H -1.108 -0.914 2.084
H -4.183 -0.080 0.499
O 1.102 1.537 2.874
H 1.893 1.717 3.393
H -1.919 0.308 -2.139
O 1.700 -0.509 -0.541
H 0.899 0.894 0.154
H 4.295 -2.692 1.367
O 3.442 -2.783 1.245
H -0.719 -0.767 3.671
H 2.982 -3.532 0.912
O -2.023 2.983 3.331
H -1.336 3.664 3.666
H -2.670 3.417 2.956
O 2.546 1.505 -2.169
H 2.951 1.896 -2.829
H 1.669 1.703 -2.001
H -5.197 -1.044 -0.243
H 2.251 0.092 -0.972

---

iii | 43
Properties=species:S:1:pos:R:3 method="wB97M-V/def2-TZVPD" e_lumo_ev=-2.462 homo_energy_ev=-13.1 multiplicity=1 charge=+1 orbital_gap_ev=10.67
O 1.747 -1.789 -0.971
H 2.482 -0.752 1.483
O -2.642 2.155 0.543
H -2.708 2.245 1.483
H -3.302 2.789 0.136
O 3.124 0.116 0.191
H 3.618 -3.533 2.208
H 3.481 -0.356 -0.696
O -0.301 -0.552 0.852
H -0.753 -0.053 0.049
H -0.225 -0.177 1.773
O 3.768 -0.019 -2.085
H 3.663 0.782 -2.615
H 4.234 -0.601 -2.677
O -1.752 0.342 -1.072
H -2.716 0.284 -1.116
H -1.905 1.259 -0.705
O -0.994 0.993 4.113
H -1.453 0.756 4.923
H -0.043 1.062 4.396
O -4.369 -0.436 -0.537
H -4.664 0.319 -1.027
H -5.068 -0.997 -0.903
O -2.463 -1.688 2.197
H -1.844 -2.189 2.781
H 1.135 -1.166 -1.391
O 1.666 -1.407 1.604
H 2.131 -2.274 1.232
H 0.786 -0.894 0.684
O 3.587 -2.589 2.058
H 2.877 0.991 -0.114
H -0.380 -0.440 -3.937
O 0.161 -0.390 -3.169
H -2.130 -0.818 1.978
H -0.279 0.297 -2.662
O 1.715 3.374 0.173
H 1.629 4.312 0.124
H 2.421 3.188 0.858
O -3.719 0.909 -2.995
H -2.933 0.322 -3.041
H -3.845 1.236 -3.861
H 1.953 -2.378 -1.721
H 4.309 -2.233 1.456

---

Of them, i has the lowest stability.

---

i | 10
Properties=species:S:1:pos:R:3 method="wB97M-V/def2-TZVPD" e_lumo_ev=0.911 smiles=C[C@H](O)S homo_energy_ev=-9.0 multiplicity=1 charge=0 orbital_gap_ev=9.95
C -0.886 -0.466 0.145
C 0.242 0.559 -0.011
O 0.409 1.218 -1.241
S 1.962 -0.217 0.467
H -1.720 0.046 0.514
H -0.621 -1.153 0.844
H -1.105 -0.937 -0.834
H 0.216 1.560 0.868
H 0.042 0.639 -1.846
H 1.461 -1.250 1.095

---

ii | 10
Properties=species:S:1:pos:R:3 method="wB97M-V/def2-TZVPD" e_lumo_ev="0.439 / -1.353" homo_energy_ev="-9.0 / -8.0" multiplicity=1 charge=0 orbital_gap_ev="9.46 / 6.66"
C 1.542 0.613 0.017
C 0.841 -0.586 0.503
O -2.813 -0.307 -0.965
S -2.122 0.160 0.506
H 1.291 1.005 -0.914
H 1.049 1.450 0.512
H 2.592 0.406 -0.053
H 0.511 -0.537 1.492
H 0.750 -1.421 -0.106
H -3.641 -0.784 -0.992

---

Of them, ii has the lowest stability.

---

i | 21
Properties=species:S:1:pos:R:3 method="wB97M-V/def2-TZVPD" e_lumo_ev=0.545 smiles=CCSC.O.O.O homo_energy_ev=-8.8 multiplicity=1 charge=0 orbital_gap_ev=9.38
C 2.174 1.819 -0.245
C 0.798 1.506 -0.852
S 0.234 0.096 0.248
C -1.549 0.571 0.409
H 3.054 1.212 -0.492
H 2.539 2.811 -0.818
H 2.024 2.052 0.913
H 0.037 2.333 -0.712
H 0.944 1.258 -1.880
H -1.915 1.284 1.096
H -2.012 -0.456 0.639
H -1.845 0.772 -0.588
H -4.203 0.120 3.146
H -2.863 -0.550 3.319
O -3.214 0.332 3.257
H 0.399 -3.593 0.099
H 0.327 -2.297 0.668
O -0.236 -3.083 0.617
H 1.442 -1.333 -3.076
H 2.052 0.008 -3.270
O 1.917 -0.817 -3.734

---

ii | 21
Properties=species:S:1:pos:R:3 method="wB97M-V/def2-TZVPD" e_lumo_ev=0.367 smiles=CCCS.O.O.O homo_energy_ev=-9.0 multiplicity=1 charge=0 orbital_gap_ev=9.34
C -0.926 -2.446 -0.053
C -0.676 -1.825 -1.418
C -0.113 -0.418 -1.305
S 0.061 0.456 -2.897
H -0.729 -3.481 -0.009
H -0.254 -2.031 0.711
H -1.926 -2.289 0.350
H -1.584 -1.825 -2.027
H 0.008 -2.452 -1.999
H -0.794 0.235 -0.767
H 0.854 -0.480 -0.810
H 1.062 -0.300 -3.367
H 1.559 2.152 1.678
H 0.087 2.391 1.794
O 0.786 2.405 1.160
H -2.047 0.137 2.447
H -0.835 0.350 1.604
O -1.126 0.424 2.525
H 0.745 0.371 3.161
H 1.882 0.339 4.202
O 1.693 0.533 3.281

---

Of them, i has the lowest stability.

---

i | 8
Properties=species:S:1:pos:R:3 method="wB97M-V/def2-TZVPD" e_lumo_ev=-2.590 smiles="S=C1C=NN=C1" homo_energy_ev=-9.6 multiplicity=1 charge=0 orbital_gap_ev=6.98
C 0.582 -0.031 0.574
C -0.857 0.387 0.798
C 0.451 -0.460 -0.996
H -1.221 0.468 1.979
H 1.340 -0.761 -1.677
N -1.651 0.228 -0.255
N -0.802 -0.331 -1.346
S 2.157 0.500 0.923

---

ii | 8
Properties=species:S:1:pos:R:3 method="wB97M-V/def2-TZVPD" e_lumo_ev=-2.853 smiles="S=C1C=NN=C1" homo_energy_ev=-9.8 multiplicity=1 charge=0 orbital_gap_ev=6.97
C 0.407 0.591 -0.073
C 0.302 -0.649 -0.975
C -0.580 0.354 0.876
H 0.899 -0.962 -1.885
H -0.807 1.047 1.842
N -0.426 -1.519 -0.312
N -1.149 -0.845 0.728
S 1.353 1.983 -0.201

---

iii | 8
Properties=species:S:1:pos:R:3 method="wB97M-V/def2-TZVPD" e_lumo_ev=-1.267 smiles=c1cn2c(n1)S2 homo_energy_ev=-8.6 multiplicity=1 charge=0 orbital_gap_ev=7.37
C -0.620 -0.082 -0.588
C -0.356 0.031 0.765
C -2.447 -0.116 0.392
N -1.985 -0.255 -0.803
N -1.509 0.270 1.370
S -3.085 -0.620 1.886
H 0.064 -0.048 -1.359
H 0.649 0.074 1.280

---

Of them, i has the lowest stability.

---

i | 20
Properties=species:S:1:pos:R:3 method="wB97M-V/def2-TZVPD" e_lumo_ev=-3.012 homo_energy_ev=-15.5 multiplicity=1 charge=+1 orbital_gap_ev=12.45
C -0.833 2.208 -1.302
N -0.471 0.994 -0.510
C -0.843 1.112 0.912
H -1.137 2.065 -2.341
H -1.806 2.655 -1.017
H -0.087 2.995 -1.120
H 0.536 0.917 -0.644
H -0.937 0.122 -0.942
H -1.947 1.253 1.025
H -0.479 1.944 1.473
H -0.642 0.120 1.359
H 2.511 -0.522 1.020
H 2.908 -1.893 0.383
O 2.515 -1.033 0.206
H 1.390 -2.426 1.058
H 0.097 -2.918 1.801
O 0.561 -2.151 1.439
H -0.551 -1.979 -0.130
H -0.158 -1.952 -1.690
O -0.626 -1.509 -0.980

---

ii | 20
Properties=species:S:1:pos:R:3 method="wB97M-V/def2-TZVPD" e_lumo_ev=-2.782 homo_energy_ev=-15.0 multiplicity=1 charge=+1 orbital_gap_ev=12.21
C 0.497 -0.214 1.353
N -0.365 0.052 0.105
C -1.449 -0.932 -0.102
H 0.007 0.444 2.065
H 0.392 -1.260 1.586
H 1.532 0.064 1.218
H 0.325 0.301 -0.612
H -0.851 0.947 0.356
H -1.068 -1.744 -0.715
H -2.284 -0.515 -0.654
H -1.730 -1.245 0.898
H 1.076 -3.042 -1.869
H 1.604 -2.799 -0.333
O 1.321 -2.436 -1.170
H 2.307 1.755 -1.740
H 2.773 1.403 -0.337
O 2.031 1.291 -0.940
H -1.606 3.246 0.511
H -2.713 2.370 0.038
O -1.796 2.312 0.343

---

iii | 20
Properties=species:S:1:pos:R:3 method="wB97M-V/def2-TZVPD" e_lumo_ev=-2.840 homo_energy_ev=-13.9 multiplicity=1 charge=+1 orbital_gap_ev=11.04
C -1.603 0.987 0.260
N -0.354 1.403 -0.515
C 0.822 0.437 -0.199
H -1.854 1.352 1.267
H -1.401 -0.129 0.284
H -2.591 1.223 -0.293
H -0.545 1.072 -1.441
H -0.111 2.382 -0.377
H 0.614 -0.389 -0.832
H 1.616 1.089 -0.547
H 0.864 0.146 0.823
H -0.940 1.141 -3.898
H -0.988 -0.291 -3.767
O -0.943 0.491 -3.247
H 0.441 0.248 4.076
H -0.686 -0.389 3.585
O -0.033 0.148 3.225
H 2.196 -4.451 0.566
H 3.172 -3.005 0.643
O 2.324 -3.464 0.386

---

Of them, iii has the lowest stability.

---

i | 17
Properties=species:S:1:pos:R:3 method="wB97M-V/def2-TZVPD" e_lumo_ev=0.535 smiles=C1CCSSC1.O homo_energy_ev=-8.5 multiplicity=1 charge=0 orbital_gap_ev=9.08
S 0.629 -2.264 1.094
S 1.178 -0.315 1.534
C 0.406 -2.160 -0.719
C -0.392 0.558 0.998
C -0.801 -1.185 -1.004
C -0.640 0.253 -0.564
H 1.296 -1.816 -1.279
H 0.062 -3.105 -1.182
H -0.301 1.634 1.239
H -1.198 0.138 1.631
H -1.696 -1.708 -0.615
H -0.874 -1.169 -2.108
H -1.602 0.741 -0.814
H 0.119 0.618 -1.283
O 0.997 3.215 1.313
H 1.510 2.510 0.857
H 1.308 4.054 0.904

---

ii | 17
Properties=species:S:1:pos:R:3 method="wB97M-V/def2-TZVPD" e_lumo_ev=0.669 smiles="C=C(C)O.SCS" homo_energy_ev=-8.6 multiplicity=1 charge=0 orbital_gap_ev=9.31
C 2.907 -0.678 0.412
C 1.569 1.128 -0.416
C -2.211 0.027 0.108
C 1.730 -0.224 0.102
O 0.554 -0.836 0.458
S -2.943 -1.660 0.342
S -3.486 1.319 0.279
H 3.762 -0.040 0.222
H -1.568 0.024 1.004
H 3.113 -1.753 0.812
H 0.809 1.627 0.109
H 1.448 1.205 -1.580
H 2.435 1.715 -0.413
H -1.750 0.160 -0.808
H 0.807 -1.457 1.182
H -3.643 -1.804 -0.842
H -3.533 1.250 -0.971

---

Of them, ii has the lowest stability.

---

i | 10
Properties=species:S:1:pos:R:3 method="wB97M-V/def2-TZVPD" e_lumo_ev="0.054 / -0.032" homo_energy_ev="-8.8 / -7.2" multiplicity=1 charge=0 orbital_gap_ev="8.90 / 7.18"
C -1.222 1.389 0.501
C -2.037 0.534 -0.084
C -0.584 0.208 -0.118
C 0.351 -0.835 0.399
I -4.046 -0.030 -0.114
H -1.002 2.405 0.951
H -0.217 0.572 -2.382
H 0.088 -1.225 1.532
H 1.437 -0.408 0.428
H 0.358 -1.716 -0.304

---

ii | 10
Properties=species:S:1:pos:R:3 method="wB97M-V/def2-TZVPD" e_lumo_ev=0.056 homo_energy_ev=-8.6 multiplicity=1 charge=0 orbital_gap_ev=8.63
C 0.100 0.557 0.134
C 0.452 -0.859 0.342
C 1.435 -1.615 0.961
C -0.737 1.292 -0.707
I 3.412 -1.047 1.226
H 0.703 1.078 0.721
H -0.259 -1.520 0.044
H 1.236 -2.634 1.024
H -0.795 2.418 -0.641
H -1.115 0.773 -1.555

---

Of them, i has the lowest stability.

---

i | 14
Properties=species:S:1:pos:R:3 method="wB97M-V/def2-TZVPD" e_lumo_ev=-3.340 smiles="NC1=C(S)OC[NH2+]1" homo_energy_ev=-13.1 multiplicity=1 charge=+1 orbital_gap_ev=9.80
C 0.207 -0.824 -0.018
C 1.087 0.175 0.035
C -0.778 1.461 -0.143
N 0.118 -2.130 -0.007
N -1.298 0.122 0.130
O 0.615 1.440 0.109
S 2.819 -0.006 -0.026
H -0.944 1.714 -1.198
H -1.210 2.235 0.499
H 0.090 -2.652 0.859
H -0.109 -2.650 -0.843
H -1.994 -0.202 -0.539
H -1.648 0.006 1.082
H 3.045 1.309 0.059

---

ii | 14
Properties=species:S:1:pos:R:3 method="wB97M-V/def2-TZVPD" e_lumo_ev=-4.372 homo_energy_ev=-13.4 multiplicity=1 charge=+1 orbital_gap_ev=8.99
C -1.303 -0.599 0.125
C 3.153 0.492 -0.124
C -2.792 -0.642 0.046
N -0.661 0.462 0.183
N 2.013 0.952 -0.354
O 4.449 0.588 -0.415
S 3.992 -0.636 0.866
H -0.795 -1.564 -0.066
H -2.864 -1.251 -0.865
H -3.236 -1.445 0.690
H -3.360 0.270 0.229
H -1.197 1.227 0.487
H 2.205 1.752 -1.016
H 0.396 0.395 0.215

---

Of them, ii has the lowest stability.

---

i | 40
Properties=species:S:1:pos:R:3 method="wB97M-V/def2-TZVPD" e_lumo_ev=0.390 smiles="C=CCNc1nc([C@]2(C)C[C@]3(C[C@@H](C)OC3=O)C(=O)O2)cs1" homo_energy_ev=-8.4 multiplicity=1 charge=0 orbital_gap_ev=8.81
C -0.056 -0.410 -3.532
C -0.262 -1.713 -3.513
C 0.672 -2.741 -2.938
N 1.945 -2.225 -2.493
C 2.035 -1.601 -1.301
N 1.158 -1.672 -0.359
C 1.553 -0.982 0.750
C 2.755 -0.365 0.661
S 3.466 -0.644 -0.894
H 3.260 0.227 1.396
C 0.627 -0.949 1.939
C 0.721 -2.248 2.730
H 0.433 -3.076 2.090
H 0.061 -2.204 3.592
H 1.741 -2.396 3.074
C -0.801 -0.613 1.477
C -0.853 0.902 1.561
C -0.676 1.722 0.282
H 0.367 1.938 0.056
H -1.121 1.194 -0.565
C -1.463 3.003 0.597
C -2.133 3.634 -0.611
H -2.706 4.504 -0.304
H -1.378 3.941 -1.330
H -2.808 2.922 -1.080
H -0.817 3.733 1.101
O -2.466 2.607 1.542
C -2.181 1.443 2.109
O -2.875 0.893 2.913
C 0.277 1.228 2.554
O 0.504 2.301 3.031
O 1.010 0.145 2.785
H -0.983 -1.001 0.477
H -1.533 -1.031 2.173
H 2.583 -1.915 -3.210
H 0.193 -3.208 -2.072
H 0.863 -3.519 -3.685
H -1.171 -2.132 -3.922
H -0.775 0.269 -3.955
H 0.835 0.041 -3.126

---

ii | 40
Properties=species:S:1:pos:R:3 method="wB97M-V/def2-TZVPD" e_lumo_ev=0.683 smiles="COC(=O)c1cc(S(=O)(=O)NCCc2ccc(C)cc2)c[nH]1" homo_energy_ev=-8.9 multiplicity=1 charge=0 orbital_gap_ev=9.55
C -0.811 1.450 7.128
H -0.324 2.423 7.220
H -0.429 0.791 7.911
H -1.890 1.553 7.208
O -0.561 0.891 5.846
C 0.725 0.683 5.544
O 1.648 0.945 6.283
C 0.904 0.101 4.217
C 0.012 -0.273 3.230
C 0.777 -0.776 2.170
C 2.104 -0.696 2.532
N 2.168 -0.167 3.766
H 2.993 0.014 4.318
H 2.967 -0.998 1.975
S 0.178 -1.377 0.617
O 1.238 -2.112 -0.013
O -1.089 -2.015 0.824
N -0.014 0.062 -0.221
H 0.578 0.055 -1.040
C -1.367 0.475 -0.520
H -1.342 1.536 -0.788
C -2.018 -0.346 -1.646
C -1.200 -0.258 -2.902
C -1.420 0.755 -3.827
C -0.631 0.865 -4.956
C 0.408 -0.028 -5.189
C 0.630 -1.038 -4.261
C -0.162 -1.154 -3.133
H 0.027 -1.949 -2.424
H 1.432 -1.744 -4.422
C 1.249 0.084 -6.425
H 2.209 -0.408 -6.288
H 0.741 -0.390 -7.265
H 1.420 1.127 -6.683
H -0.821 1.656 -5.668
H -2.222 1.461 -3.663
H -2.087 -1.381 -1.309
H -3.025 0.038 -1.819
H -1.939 0.350 0.401
H -1.055 -0.207 3.272

---

Of them, ii has the lowest stability.

---

i | 31
Properties=species:S:1:pos:R:3 method="wB97M-V/def2-TZVPD" e_lumo_ev=-3.417 homo_energy_ev=-13.8 multiplicity=1 charge=+1 orbital_gap_ev=10.38
C 1.821 -1.789 -0.124
C 1.906 -0.528 -0.088
C 0.891 -2.844 0.302
C 3.510 1.286 0.345
C 1.613 1.513 -1.001
C -2.916 -0.758 1.264
C -1.753 2.076 0.232
C -1.872 -0.656 -1.515
N 2.349 0.693 -0.117
O -0.095 -0.134 0.833
Si -1.704 0.146 0.146
H 2.507 -2.252 -0.710
H 0.505 -2.776 1.355
H 1.202 -3.884 0.164
H 0.006 -2.641 -0.431
H 3.999 0.598 0.986
H 4.241 1.438 -0.551
H 3.388 2.215 0.891
H 0.627 1.134 -1.260
H 1.388 2.401 -0.494
H 2.190 1.807 -1.901
H -3.907 -0.998 0.836
H -2.436 -1.762 1.490
H -3.078 -0.230 2.212
H -0.768 2.539 -0.028
H -2.409 2.532 -0.462
H -2.142 2.377 1.164
H -2.868 -0.625 -1.707
H -1.132 -0.297 -2.248
H -1.512 -1.712 -1.482
H -0.137 -0.800 1.550

---

ii | 31
Properties=species:S:1:pos:R:3 method="wB97M-V/def2-TZVPD" e_lumo_ev=-2.785 smiles="CC[NH2+][C@@H](C(C)=O)[Si](C)(C)C" homo_energy_ev=-13.7 multiplicity=1 charge=+1 orbital_gap_ev=10.91
C 1.029 -0.568 -1.591
C 2.534 -0.389 -1.754
C -2.535 -2.863 0.151
C 0.373 2.613 -0.991
C -1.314 1.594 1.542
C 1.705 1.561 1.668
C -1.188 -2.180 0.686
C 0.412 -0.505 -0.269
N -0.881 -1.151 -0.262
O 0.306 -0.591 -2.550
Si 0.266 1.487 0.499
H 2.578 0.390 -2.535
H 2.960 0.120 -0.872
H 3.091 -1.266 -2.079
H -3.385 -2.134 0.313
H -2.437 -3.012 -0.967
H -2.716 -3.818 0.652
H 1.437 2.678 -1.312
H -0.237 2.264 -1.878
H -0.143 3.529 -0.823
H -2.219 1.011 1.431
H -0.874 1.420 2.513
H -1.431 2.734 1.291
H 2.032 0.567 2.123
H 2.670 1.971 1.184
H 1.346 2.139 2.591
H -0.483 -3.043 0.808
H -1.271 -1.619 1.527
H 1.077 -1.030 0.377
H -1.032 -1.432 -1.257
H -1.671 -0.476 -0.213

---

Of them, i has the lowest stability.